(1)
{"formula": "C21H35ClN9O3SSc", "method": "the ωB97M-V functional and the def2-TZVPD basis", "charge": 2, "homo_lumo_gap_ev": [5.86, 5.10], "lumo_energy_ev": [-5.06, -5.06], "multiplicity": 1, "symbols": ["Sc", "C", "C", "N", "C", "C", "C", "C", "C", "C", "C", "N", "C", "C", "N", "N", "H", "H", "H", "H", "H", "H", "H", "H", "H", "H", "H", "H", "H", "H", "H", "H", "H", "H", "N", "N", "C", "N", "N", "N", "O", "O", "H", "H", "H", "H", "H", "Cl", "C", "C", "C", "C", "C", "C", "C", "H", "H", "H", "H", "H", "H", "C", "S", "C", "O", "H", "H", "H", "H", "H", "H"], "xyz": [[0.817, 0.529, 0.974], [-3.069, 0.136, 1.914], [-2.188, 0.087, 3.168], [-0.754, -0.200, 2.974], [0.177, 0.273, 4.109], [0.646, 1.704, 3.777], [0.941, 2.616, 4.797], [1.187, 3.937, 4.472], [0.828, 4.328, 3.148], [0.606, 3.429, 2.128], [0.252, 3.845, 0.768], [-0.041, 2.656, -0.053], [-1.465, 2.649, -0.519], [-2.426, 2.382, 0.614], [-2.585, 0.873, 0.658], [0.634, 2.100, 2.465], [-4.014, 0.596, 2.196], [-3.256, -0.918, 1.615], [-2.619, -0.737, 3.868], [-2.321, 1.029, 3.775], [-0.661, -1.222, 2.933], [1.077, -0.400, 4.142], [-0.335, 0.363, 5.058], [1.087, 2.299, 5.814], [1.405, 4.635, 5.259], [0.807, 5.381, 2.925], [1.071, 4.387, 0.331], [-0.678, 4.498, 0.890], [0.533, 2.741, -0.876], [-1.478, 1.905, -1.363], [-1.628, 3.649, -1.032], [-3.437, 2.823, 0.456], [-2.000, 2.780, 1.503], [-1.574, 0.528, 0.423], [-1.117, -0.554, -2.127], [-1.192, -1.818, -1.568], [-0.676, -2.252, -0.441], [-0.765, -3.546, -0.347], [0.098, -1.469, 0.337], [0.859, -2.047, 1.327], [1.577, -1.155, 2.000], [0.627, -3.101, 1.920], [-3.192, 0.556, -0.122], [-2.056, -0.161, -2.271], [-1.961, -2.379, -1.906], [-1.569, -3.980, -0.805], [-0.570, -3.958, 0.565], [-2.960, -1.185, -4.872], [-1.616, -2.321, -4.735], [-1.826, -3.594, -5.330], [-0.766, -4.481, -5.312], [0.434, -4.043, -4.808], [0.663, -2.812, -4.244], [-0.411, -1.959, -4.104], [-0.398, -0.590, -3.422], [-2.819, -3.815, -5.712], [-0.883, -5.539, -5.492], [1.337, -4.632, -4.852], [1.672, -2.546, -3.966], [-0.941, 0.091, -4.117], [0.593, -0.210, -3.137], [4.866, -0.139, 0.652], [3.988, 0.709, -0.620], [3.941, -0.492, -1.937], [2.531, 0.609, 0.026], [4.210, -0.681, 1.305], [5.415, 0.635, 1.151], [5.639, -0.768, 0.220], [4.854, -1.009, -1.891], [3.839, 0.103, -2.874], [3.038, -1.143, -1.803]], "mulliken_charge": [0.101, -0.831, -0.728, -0.136, -1.087, 0.763, -0.875, -0.669, -0.936, 0.545, -1.074, -0.045, -0.796, -0.207, 0.552, 0.736, 0.406, 0.394, 0.358, 0.392, 0.350, 0.403, 0.625, 0.485, 0.444, 0.501, 0.585, 0.343, 0.298, 0.076, 0.423, 0.395, 0.289, -0.680, -0.036, -0.266, 0.149, -0.395, 0.533, 0.658, -0.639, -0.820, 0.514, 0.409, 0.236, 0.211, 0.280, -0.188, 0.397, -0.336, -0.884, -0.347, -0.659, 0.768, -1.472, 0.431, 0.411, 0.360, 0.391, 0.632, 0.264, -0.877, 0.313, -0.756, -0.599, 0.209, 0.357, 0.432, 0.514, 0.338, 0.071]}

---

(2)
{"formula": "CH4FNS2", "method": "the ωB97M-V functional and the def2-TZVPD basis", "homo_lumo_gap_ev": [7.85, 7.88], "lumo_energy_ev": [-1.96, -1.96], "multiplicity": 1, "symbols": ["C", "N", "F", "S", "S", "H", "H", "H", "H"], "xyz": [[0.888, -0.463, -0.708], [0.259, 0.048, 0.509], [-2.791, -0.531, 0.293], [0.160, 1.794, 0.155], [-0.679, -0.706, 1.504], [0.202, -0.305, -1.481], [1.952, -0.298, -0.854], [0.827, -1.532, -0.464], [-0.817, 1.992, 1.048]], "mulliken_charge": [-0.866, 0.021, -0.628, -0.056, 0.284, 0.420, 0.327, 0.301, 0.196]}

---

(3)
{"formula": "C27H74F6O24PS10", "method": "the ωB97M-V functional and the def2-TZVPD basis", "charge": -1, "homo_lumo_gap_ev": 7.95, "lumo_energy_ev": 1.30, "multiplicity": 1, "symbols": ["P", "F", "F", "F", "F", "F", "F", "O", "S", "O", "O", "C", "C", "C", "H", "H", "H", "H", "H", "H", "H", "H", "O", "S", "O", "O", "C", "C", "C", "H", "H", "H", "H", "H", "H", "H", "H", "O", "S", "O", "O", "C", "C", "C", "H", "H", "H", "H", "H", "H", "H", "H", "O", "S", "O", "O", "C", "C", "C", "H", "H", "H", "H", "H", "H", "H", "H", "O", "S", "O", "O", "C", "C", "C", "H", "H", "H", "H", "H", "H", "H", "H", "O", "S", "O", "O", "C", "C", "C", "H", "H", "H", "H", "H", "H", "H", "H", "O", "S", "O", "O", "C", "C", "C", "H", "H", "H", "H", "H", "H", "H", "H", "C", "S", "O", "C", "H", "H", "H", "H", "H", "H", "C", "S", "O", "C", "H", "H", "H", "H", "H", "H", "C", "S", "O", "C", "H", "H", "H", "H", "H", "H"], "xyz": [[-0.551, 0.025, 0.413], [0.367, 0.287, -0.867], [-1.557, -0.967, -0.393], [0.354, -1.295, 0.837], [-1.299, -0.211, 1.865], [0.418, 1.096, 1.249], [-1.545, 1.297, -0.013], [2.773, 3.415, 1.504], [2.483, 4.256, 0.371], [2.277, 5.686, 0.437], [3.668, 3.847, -0.764], [4.977, 4.365, -0.597], [5.979, 3.223, -0.602], [1.131, 3.435, -0.565], [5.082, 4.971, 0.303], [5.208, 5.108, -1.360], [6.073, 2.943, -1.651], [5.590, 2.378, -0.033], [6.926, 3.596, -0.214], [1.410, 2.408, -0.804], [0.965, 3.919, -1.527], [0.291, 3.413, 0.129], [4.368, -1.766, 3.981], [4.215, -0.307, 4.140], [4.068, 0.393, 5.428], [5.378, 0.571, 3.287], [5.920, 0.009, 2.064], [4.897, -0.162, 0.921], [2.785, 0.156, 3.201], [6.276, -0.995, 2.295], [6.743, 0.685, 1.831], [5.272, -0.668, 0.031], [4.417, 0.781, 0.663], [4.187, -0.946, 1.185], [2.334, -0.507, 2.463], [3.022, 1.072, 2.660], [2.032, 0.387, 3.955], [-3.602, -1.064, -6.178], [-2.822, -0.477, -5.118], [-3.207, -0.589, -3.722], [-1.210, -0.857, -5.342], [-0.306, -0.705, -4.220], [-0.070, 0.766, -3.812], [-2.693, 1.360, -5.564], [0.672, -1.124, -4.455], [-0.674, -1.283, -3.372], [-0.894, 0.893, -3.110], [-0.017, 1.579, -4.535], [0.858, 0.742, -3.241], [-2.088, 1.951, -4.877], [-3.719, 1.724, -5.615], [-2.228, 1.469, -6.544], [6.334, -0.983, -5.773], [5.149, -0.358, -5.264], [3.879, -1.002, -5.561], [5.336, 0.000, -3.599], [4.269, 0.574, -2.953], [3.338, -0.531, -2.486], [5.044, 1.370, -5.998], [3.809, 1.411, -3.478], [4.757, 0.975, -2.065], [2.608, -0.189, -1.752], [3.707, -1.499, -2.146], [2.648, -0.659, -3.319], [5.963, 1.902, -5.751], [4.190, 1.876, -5.548], [5.131, 1.210, -7.072], [-1.063, -6.093, 0.504], [-0.873, -5.261, 1.731], [-1.493, -5.616, 3.016], [0.814, -4.984, 2.040], [1.621, -5.014, 0.900], [2.674, -3.910, 0.880], [-1.267, -3.536, 1.380], [0.949, -4.821, 0.064], [1.993, -6.019, 0.698], [3.548, -4.003, 1.524], [2.372, -2.885, 1.098], [3.139, -3.970, -0.104], [-0.718, -3.315, 0.465], [-0.900, -2.832, 2.126], [-2.346, -3.573, 1.234], [1.557, -2.131, 5.738], [0.699, -3.257, 6.118], [0.305, -3.582, 7.504], [-0.611, -3.244, 5.114], [-1.737, -2.501, 5.551], [-2.621, -2.170, 4.426], [1.489, -4.876, 5.545], [-1.451, -1.656, 6.177], [-2.243, -3.120, 6.292], [-3.477, -1.659, 4.867], [-2.977, -3.080, 3.942], [-2.104, -1.608, 3.649], [0.727, -5.628, 5.751], [2.432, -4.857, 6.091], [1.617, -4.650, 4.486], [-7.410, 5.107, -1.950], [-6.365, 5.894, -1.337], [-6.278, 6.173, 0.124], [-4.929, 5.274, -1.909], [-4.223, 4.359, -1.049], [-3.234, 3.534, -1.871], [-6.385, 7.512, -2.251], [-4.960, 3.636, -0.698], [-3.707, 4.848, -0.222], [-2.795, 2.862, -1.133], [-2.477, 4.122, -2.391], [-3.849, 2.981, -2.581], [-7.323, 7.988, -1.965], [-6.358, 7.398, -3.335], [-5.447, 7.888, -1.843], [-6.144, -0.666, -1.867], [-6.450, -0.018, -0.181], [-7.368, -0.941, 0.668], [-4.794, -0.365, 0.538], [-5.097, -0.795, -2.143], [-6.642, -0.049, -2.615], [-6.659, -1.624, -1.793], [-4.643, 0.174, 1.473], [-3.958, 0.038, -0.033], [-4.596, -1.430, 0.652], [-0.578, 2.242, 3.989], [-0.621, 2.270, 5.879], [-1.787, 1.381, 6.305], [0.859, 1.298, 6.308], [0.459, 2.455, 3.733], [-1.287, 2.960, 3.577], [-0.878, 1.236, 3.695], [1.052, 1.358, 7.379], [1.682, 1.710, 5.726], [0.763, 0.309, 5.859], [-1.448, -4.326, -2.273], [-2.732, -3.991, -3.485], [-3.040, -5.291, -4.283], [-4.187, -3.766, -2.357], [-0.598, -4.806, -2.757], [-1.977, -4.904, -1.515], [-1.199, -3.376, -1.800], [-3.929, -3.067, -1.561], [-4.545, -4.732, -2.001], [-5.070, -3.385, -2.872]], "mulliken_charge": [1.565, -0.821, -0.241, -0.374, -0.559, -0.276, -0.210, -0.525, 1.019, -0.617, -0.175, -0.595, -0.460, -0.511, 0.408, 0.341, 0.182, -0.207, 0.463, -0.281, 0.450, 0.408, -0.601, 1.331, -0.683, -0.394, -0.706, 0.143, 0.520, 0.365, 0.375, 0.477, -0.218, -0.106, -0.124, 0.236, -0.629, -0.629, 0.871, -0.243, -0.471, 0.035, -0.035, -0.858, 0.355, -0.006, 0.020, 0.485, -0.504, 0.127, 0.388, 0.345, -0.598, 1.102, -0.547, -0.447, 0.641, -0.624, -0.869, 0.405, -0.385, 0.003, 0.449, -0.020, 0.323, 0.265, 0.375, -0.603, 1.121, -0.617, -0.226, 0.021, -0.984, 0.159, -0.070, 0.350, 0.480, -0.039, 0.424, -0.359, -0.141, 0.456, -0.441, 0.852, -0.634, -0.022, -0.385, -0.628, -0.678, 0.374, 0.283, 0.444, 0.312, -0.214, 0.334, 0.444, -0.054, -0.588, 1.089, -0.593, -0.277, -0.386, -0.619, -0.883, 0.309, 0.310, 0.100, 0.394, 0.239, 0.359, 0.304, 0.303, -0.295, 0.475, -0.706, -0.573, -0.315, 0.408, 0.353, 0.503, -0.082, 0.247, -0.186, 0.346, -0.624, -0.338, 0.043, 0.463, -0.203, 0.425, 0.311, -0.196, -0.683, 0.635, -0.736, -0.773, 0.471, 0.323, -0.057, -0.010, 0.492, 0.340]}

---

(4)
{"formula": "C6H8NO5S2", "method": "the ωB97M-V functional and the def2-TZVPD basis", "charge": -1, "homo_lumo_gap_ev": [6.74, 6.75], "lumo_energy_ev": [3.04, 3.04], "multiplicity": 1, "symbols": ["C", "C", "C", "C", "C", "C", "N", "O", "O", "O", "O", "O", "S", "S", "H", "H", "H", "H", "H", "H", "H", "H"], "xyz": [[-1.933, 1.743, 0.200], [-1.258, 1.327, 1.373], [-1.562, 1.262, -0.984], [-0.281, 0.331, 1.273], [-0.476, 0.223, -1.230], [0.090, -0.241, 0.041], [-0.417, -2.835, 0.350], [2.823, 0.975, 1.372], [1.320, -2.229, -1.274], [1.833, -2.074, 1.131], [3.155, 0.024, -0.865], [1.832, 2.022, -0.650], [0.911, -1.820, 0.005], [2.368, 0.860, 0.013], [-2.850, 2.295, 0.121], [-1.518, 1.869, 2.254], [-1.989, 1.707, -1.886], [0.348, 0.009, 2.078], [-0.829, -0.534, -1.732], [0.312, 0.678, -1.900], [-1.174, -2.285, 0.764], [-0.706, -3.308, -0.455]], "mulliken_charge": [-0.265, -0.853, -0.635, 0.017, -0.667, -0.521, -0.661, -0.566, -0.633, -0.666, -0.548, -0.569, 1.376, 1.215, 0.359, 0.367, 0.319, 0.433, 0.616, 0.290, 0.321, 0.270]}

---

(5)
{"formula": "NO4S", "method": "the ωB97M-V functional and the def2-TZVPD basis", "charge": -1, "homo_lumo_gap_ev": 7.73, "lumo_energy_ev": 4.34, "multiplicity": 1, "symbols": ["N", "O", "O", "O", "O", "S"], "xyz": [[1.207, 0.547, 0.710], [-1.340, 0.951, -0.020], [0.871, 0.372, -1.012], [0.416, -0.479, 1.165], [-0.795, -1.337, -0.664], [-0.359, -0.054, -0.179]], "mulliken_charge": [-0.294, -0.593, -0.441, -0.201, -0.628, 1.157]}

---

(6)
{"formula": "C5H12IO2P", "method": "the ωB97M-V functional and the def2-TZVPD basis", "smiles": "C[C@H](CO)CCOPI", "homo_lumo_gap_ev": 9.19, "lumo_energy_ev": 0.18, "multiplicity": 1, "symbols": ["C", "C", "C", "C", "C", "O", "O", "P", "I", "H", "H", "H", "H", "H", "H", "H", "H", "H", "H", "H", "H"], "xyz": [[-0.203, 1.711, -0.646], [-1.751, 0.698, 1.146], [-0.381, -0.854, -0.556], [0.396, -1.907, 0.189], [-0.338, 0.580, 0.275], [1.015, 1.623, -1.395], [1.741, -2.075, 0.001], [2.686, -1.310, -1.102], [4.013, 0.332, 0.174], [-1.067, 1.701, -1.354], [1.721, 1.825, -0.674], [-0.324, 2.704, -0.138], [-2.085, -0.219, 1.615], [-2.475, 0.934, 0.405], [-1.800, 1.539, 1.797], [-0.218, -0.651, -1.642], [-1.382, -1.331, -0.443], [0.379, -1.503, 1.294], [-0.141, -2.978, 0.261], [0.458, 0.661, 1.069], [3.714, -2.278, -1.055]], "mulliken_charge": [-1.119, -1.582, -0.861, -0.303, 0.821, -0.453, -0.285, 0.097, -0.124, 0.383, 0.253, 0.344, 0.355, 0.440, 0.427, 0.433, 0.324, 0.240, 0.234, 0.298, 0.078]}

---

(7)
{"formula": "CH3ClOS2", "method": "the ωB97M-V functional and the def2-TZVPD basis", "homo_lumo_gap_ev": [9.11, 3.90], "lumo_energy_ev": [-0.92, -4.19], "multiplicity": 1, "symbols": ["C", "O", "S", "S", "Cl", "H", "H", "H"], "xyz": [[-0.330, -0.461, 0.132], [2.313, -0.318, -0.601], [0.312, 1.279, 0.358], [2.216, 1.081, -0.246], [-3.243, 0.624, 0.164], [0.475, -0.973, -0.406], [-1.185, -0.359, -0.465], [-0.559, -0.873, 1.064]], "mulliken_charge": [-0.661, -0.504, -0.035, 0.387, -0.042, 0.321, 0.181, 0.354]}

---

What are the energy above the lowest of the compared OMol25 structures with the same formula, charge and spin values for these records? In order: 458.2 250.6 567.7 0.0 337.9 42.1 266.8 kJ/mol.